Record 1
84
Properties=species:S:1:pos:R:3:lowdin_charge:R:1 method="wB97M-V/def2-TZVPD" homo_lumo_gap_ev="4.8956 / 4.4718" charge=0 multiplicity=4 e_above_lowest_kcal_mol=10.39
I -6.94965 -3.04278 -6.11868 0.81
I 9.10817 -3.25349 -0.20654 0.81
I -2.68158 -5.09151 7.91412 0.89
I 2.61625 8.09274 -4.50606 0.90
Pd -0.05148 -0.06020 -0.05090 1.07
As -0.38469 2.77125 2.48466 0.87
F 0.97630 1.63463 2.24377 -0.29
F -0.76546 2.71967 0.75341 -0.28
F -1.70124 3.97092 2.60065 -0.28
F 0.71319 4.16637 2.23103 -0.29
F -0.05826 2.80817 4.22986 -0.28
F -1.48387 1.37731 2.69672 -0.29
N 0.82243 -1.10133 1.36438 -0.02
N -0.83372 0.81027 -1.64435 -0.01
N 1.62390 0.91132 -0.38766 -0.01
N -1.79488 -0.98652 0.32484 0.01
C 3.22838 -0.75422 0.62628 -0.02
C -2.86188 -0.97793 -0.47672 -0.16
C 1.03491 4.15276 -2.36318 -0.15
C -4.05131 -1.32718 0.31662 0.03
C 2.19333 -1.24619 1.55397 -0.11
C -3.70565 -1.26354 -2.80699 -0.17
C -2.86768 -0.60018 -1.88070 -0.08
C 6.55443 -1.68828 -0.96721 -0.12
C -1.44690 -2.82794 6.22295 -0.11
C -2.30504 -3.98921 6.20096 -0.72
C 1.73287 2.15345 -1.01825 -0.22
C 3.09204 2.55202 -1.01911 0.00
C -2.52282 1.72344 -2.96671 0.00
C -4.62272 -1.28299 -5.03388 -0.13
C 3.80872 1.54421 -0.46599 -0.01
C 0.15023 -1.79502 2.39277 -0.16
C 7.11067 -2.52870 0.04208 -0.69
C 0.71410 4.35575 -3.72048 -0.05
C -0.48585 2.14393 -1.98992 -0.21
C -2.14857 0.55726 -2.17034 -0.17
C -2.17096 -1.51721 1.56135 -0.17
C -5.36891 -2.96738 -3.43007 -0.14
C -3.61062 -1.63953 1.59402 0.02
C 5.28717 -1.13395 -0.77153 -0.02
C -2.72746 -3.65660 3.81309 -0.02
C 0.92278 5.58162 -4.27843 -0.14
C -1.24423 -1.91802 2.56313 -0.01
C -3.70523 -0.80606 -4.13949 -0.04
C 4.49450 -1.45789 0.38872 -0.13
C -1.75997 -2.60987 3.82309 -0.13
C 2.90202 0.48986 -0.01664 -0.17
C -1.13787 -2.20888 5.03920 -0.05
C 1.16741 -2.37737 3.23413 -0.01
C 1.83993 6.40313 -2.15954 -0.14
C -4.46270 -2.42528 -2.51873 -0.03
C 2.36056 -1.98024 2.80573 -0.01
C 6.38068 -2.86631 1.14847 -0.16
C -1.55104 2.68548 -2.78621 0.00
C 0.73426 2.79132 -1.75118 -0.02
C 5.06473 -2.43243 1.26178 -0.02
C 1.56429 5.18190 -1.58813 -0.02
C -5.47566 -2.39757 -4.71144 -0.67
C 1.61113 6.57646 -3.52963 -0.73
C -2.98800 -4.33954 5.00640 -0.14
H -3.44665 1.82868 -3.51261 0.11
H 0.66415 5.84435 -5.29631 0.09
H -5.93499 -3.90952 -3.21281 0.11
H 2.30141 7.16293 -1.57729 0.09
H -0.91202 -2.57176 7.12594 0.10
H -1.50261 3.69393 -3.14972 0.10
H 4.89188 1.48453 -0.31590 0.12
H 1.72912 4.98807 -0.52294 0.14
H -4.74071 -0.83271 -5.98276 0.08
H 0.19850 3.58023 -4.32392 0.13
H 6.75120 -3.47520 1.98625 0.11
H -0.43393 -1.39917 4.96973 0.12
H 3.29003 -2.06152 3.35134 0.12
H -3.68084 -5.13328 5.06465 0.07
H -5.08285 -1.42244 -0.05239 0.12
H 7.05937 -1.49484 -1.89124 0.09
H 0.96393 -3.04160 4.06005 0.12
H -3.27638 -3.86913 2.91972 0.10
H -2.83409 -0.18732 -4.48075 0.14
H -4.26215 -1.89449 2.43629 0.12
H -4.37248 -2.93262 -1.56436 0.11
H 4.86870 -0.51452 -1.52101 0.10
H 4.39204 -2.91399 1.96867 0.09
H 3.48589 3.46748 -1.44212 0.12


Record 2
24
Properties=species:S:1:pos:R:3:lowdin_charge:R:1 method="wB97M-V/def2-TZVPD" homo_lumo_gap_ev=8.9589 charge=0 multiplicity=1 e_above_lowest_kcal_mol=41.46 smiles=CCNCCCN.O
O 6.92815 -0.67781 -2.86395 -0.07
N 0.02564 0.93849 1.75078 -0.10
N -3.02207 -0.45331 -0.95074 -0.01
C -2.93606 -1.02475 0.36454 -0.29
C -1.22240 0.22468 1.79824 -0.26
C 0.53778 1.39239 0.46535 -0.29
C -1.44588 -0.95439 0.84193 -0.18
C 1.08994 0.45707 -0.62377 -0.11
H -3.56683 -0.38476 1.00301 0.11
H -3.19409 -2.09998 0.51650 0.11
H -1.34786 -0.05035 2.86357 0.12
H -2.00696 1.01887 1.59404 0.12
H 0.83630 0.69266 2.29839 0.10
H -2.86194 -1.05016 -1.75018 0.07
H -0.88395 -1.81811 1.21075 0.11
H 6.61738 -0.52228 -1.95932 0.04
H -0.98931 -0.62229 -0.08697 0.06
H -3.88260 0.03117 -1.16283 0.06
H -0.14710 2.13443 0.02846 0.11
H 2.09671 0.83114 -0.83208 0.06
H 6.33723 -0.05430 -3.30348 0.03
H 1.21386 -0.57319 -0.30805 0.06
H 1.29472 2.17595 0.64353 0.10
H 0.52932 0.38888 -1.53772 0.06


Record 3
169
Properties=species:S:1:pos:R:3:lowdin_charge:R:1 method="wB97M-V/def2-TZVPD" homo_lumo_gap_ev=9.7622 charge=0 multiplicity=1 e_above_lowest_kcal_mol=136.30
O -29.59746 35.63768 -8.81001 0.11
O -32.63095 33.07648 2.90679 0.09
O -32.76968 32.62682 -8.89134 0.08
O -26.57569 27.72698 2.46385 0.06
O -32.05865 31.77806 1.10439 0.09
O -35.04725 33.19957 -2.87604 0.08
O -24.63723 33.03878 -2.75954 0.01
O -31.00450 30.81200 -6.19214 0.09
O -30.94953 35.15073 -7.17245 0.09
O -35.96439 29.27071 -9.90704 0.09
O -32.37001 29.03902 -6.06737 0.09
O -32.80214 25.17461 -10.12417 0.10
O -29.42247 33.31072 -0.48033 0.15
O -35.64666 28.09307 -11.68939 0.11
O -26.25538 27.61342 -3.56054 0.06
O -28.22717 30.46117 -9.62980 0.05
O -31.67889 30.16753 -4.20021 0.09
O -32.86956 24.95178 -3.67015 0.14
O -27.22443 28.64962 -10.28228 0.11
O -33.86848 34.52353 -9.33752 0.12
O -33.65749 31.14527 2.42443 0.11
O -32.06654 33.81821 -10.51621 0.07
O -30.85072 25.19749 -2.76419 0.10
O -33.17310 33.91186 -3.64123 0.10
O -29.37972 33.68606 -7.71777 0.12
O -27.67158 26.97032 0.70673 0.07
O -26.37890 28.97525 -5.25006 0.09
O -27.87419 25.81712 2.61503 0.14
O -27.13450 30.33694 -11.71735 0.11
O -33.12877 33.05299 -1.55934 0.12
O -27.40355 32.16963 -0.15021 0.02
O -32.26627 26.77972 -2.51695 0.12
O -28.27182 27.91879 -4.61266 0.10
O -33.41018 25.43931 -8.01077 0.09
O -26.04763 34.59765 -3.49607 0.08
O -37.75738 28.53175 -11.11098 0.12
O -26.68982 32.37059 -3.59085 0.12
O -31.28683 24.89395 -8.37678 0.08
O -27.67468 34.18441 0.72898 0.09
C -27.05885 28.14505 -4.49956 -0.55
C -32.38008 30.55505 0.56441 -0.15
C -28.30589 33.23537 0.01950 -0.44
C -31.78090 29.99537 -5.55881 -0.53
C -26.57899 33.56038 2.67801 0.00
C -27.94003 28.32974 -9.12891 -0.31
C -34.02462 28.84633 -8.60959 -0.02
C -29.97558 32.82464 -11.13697 0.01
C -30.28089 31.60431 -5.24684 -0.07
C -34.33456 28.27139 -11.19022 -0.05
C -32.54763 25.12374 -8.92281 -0.53
C -27.77426 28.86860 -0.75685 -0.01
C -34.06601 34.05990 -4.73151 -0.32
C -31.35262 25.06666 -7.00234 -0.34
C -36.55036 28.55275 -10.90912 -0.57
C -30.16551 26.15080 -1.93499 -0.06
C -27.57476 29.84228 -10.66840 -0.52
C -31.43589 32.54046 -10.72456 -0.26
C -25.87395 33.26596 -3.35296 -0.48
C -27.39433 26.73194 1.97343 -0.54
C -33.72079 33.34977 -2.60675 -0.53
C -26.17674 32.48418 0.33329 -0.14
C -26.23671 28.60005 1.35357 -0.07
C -26.42950 33.75008 1.16268 -0.33
C -24.22267 30.14289 -5.22480 0.01
C -32.83675 25.32879 -6.72721 -0.08
C -29.91598 34.77522 -7.86618 -0.59
C -33.63278 33.18910 -5.89047 0.00
C -34.55709 29.21378 -9.99192 -0.31
C -24.78549 35.27003 -3.33262 -0.27
C -31.21895 27.16816 -1.71996 -0.34
C -32.98001 33.71077 -9.55535 -0.61
C -31.70839 27.30460 -0.24725 0.02
C -30.37285 36.76252 -8.75697 -0.35
C -32.74077 32.05200 2.19887 -0.56
C -26.95646 27.56560 -8.22776 0.00
C -34.84928 29.83580 0.86081 0.00
C -24.99589 28.80310 -5.02097 -0.30
C -30.37345 26.17090 -6.62971 0.01
C -30.94825 37.04540 -10.08527 -0.01
C -26.84704 27.95809 0.08311 -0.26
C -28.52273 29.61883 -8.55296 -0.08
C -31.65596 31.81648 -9.37409 -0.03
C -31.43079 36.39780 -7.67612 -0.04
C -23.98767 34.25763 -2.48214 -0.11
C -30.90523 31.29883 -3.91940 -0.30
C -35.36860 33.70453 -4.16014 -0.10
C -29.83041 31.03047 -2.79877 0.02
C -24.92616 28.15134 -3.67855 -0.07
C -25.04859 36.55584 -2.51710 -0.02
C -33.44568 30.07694 1.49350 -0.29
C -32.05191 25.60330 -3.06297 -0.60
H -32.95451 26.34413 -6.34865 0.13
H -31.78459 37.73783 -9.98940 0.10
H -29.21588 31.37233 -5.24040 0.14
H -29.43903 33.06871 -10.22010 0.07
H -32.58293 33.27140 -6.17179 0.07
H -25.53050 36.32538 -1.56696 0.08
H -29.54383 29.47977 -8.19784 0.13
H -27.53533 27.27219 -7.35202 0.06
H -30.25126 31.13738 -1.79899 0.07
H -32.56414 27.93553 -0.00695 0.06
H -26.79094 29.52908 1.48711 0.12
H -31.43692 37.19283 -6.93048 0.13
H -26.78353 34.54147 3.10663 0.09
H -35.30350 30.65482 0.30316 0.09
H -30.79790 31.82991 -8.70205 0.11
H -31.49418 32.16877 -3.62882 0.13
H -35.88612 34.66365 -4.14107 0.14
H -27.24485 29.70149 -1.21959 0.08
H -24.68883 28.83004 -2.85933 0.14
H -33.27439 24.51867 -6.14388 0.13
H -30.89597 28.12935 -2.11984 0.14
H -24.22413 37.25510 -2.37784 0.09
H -31.18171 24.15608 -6.42811 0.15
H -27.44094 32.90309 2.79249 0.10
H -28.57874 29.30100 -0.16192 0.09
H -34.86095 28.98025 0.18554 0.07
H -24.45865 30.52297 -6.21876 0.09
H -27.83528 29.85537 -7.74082 0.13
H -26.07338 27.45958 -0.50089 0.15
H -34.41869 27.88556 -8.27833 0.09
H -33.88298 27.34555 -10.83385 0.12
H -22.96074 34.31379 -2.84320 0.14
H -29.98263 25.89927 -5.64910 0.08
H -31.78560 30.76261 -9.62035 0.12
H -33.69191 28.73548 -11.93836 0.13
H -30.84085 27.71501 0.26950 0.08
H -31.97908 26.31538 0.12189 0.10
H -29.58533 31.95145 -11.65981 0.08
H -34.01254 35.08514 -5.09775 0.16
H -24.43399 30.91573 -4.48576 0.06
H -32.83871 30.69559 -0.41437 0.13
H -32.97089 29.23240 1.99292 0.15
H -25.58338 32.74800 -0.54217 0.11
H -25.16251 28.69514 1.19495 0.13
H -30.21323 37.56344 -10.70129 0.09
H -32.44056 36.25282 -8.06010 0.12
H -35.89620 32.91100 -4.68933 0.15
H -29.95300 25.61427 -1.01029 0.14
H -34.21889 33.28230 -6.80474 0.09
H -29.36345 30.04608 -2.83072 0.06
H -31.30186 36.18156 -10.64814 0.09
H -32.94732 28.73276 -8.48868 0.07
H -26.47697 26.65113 -8.57693 0.09
H -23.13459 30.12889 -5.28796 0.09
H -24.70571 28.07511 -5.77855 0.15
H -24.19102 27.34758 -3.71913 0.14
H -25.75836 31.62414 0.85616 0.13
H -33.87119 32.16770 -5.59382 0.10
H -28.72036 27.66279 -9.49545 0.16
H -29.06303 31.78815 -2.95732 0.07
H -29.82354 33.76921 -11.65924 0.09
H -29.72180 37.55667 -8.39152 0.16
H -28.27730 28.37638 -1.58918 0.05
H -34.36157 29.59041 -7.88785 0.09
H -35.57660 29.51133 1.60500 0.08
H -25.68230 34.52533 0.99304 0.15
H -30.88136 27.13167 -6.54584 0.07
H -31.51832 29.89281 0.48124 0.11
H -25.70082 37.26426 -3.02781 0.08
H -29.29510 26.60753 -2.40603 0.12
H -24.41076 35.43780 -4.34233 0.16
H -31.96434 32.03059 -11.53008 0.15
H -30.39806 32.66672 -5.46046 0.12
H -25.67858 33.21080 3.18313 0.09
H -26.16902 28.17862 -7.78930 0.07
H -23.99419 34.49975 -1.41939 0.12
H -34.09451 30.17017 -10.23571 0.13
H -29.57532 26.26493 -7.36609 0.07


Record 4
42
Properties=species:S:1:pos:R:3:lowdin_charge:R:1 method="wB97M-V/def2-TZVPD" homo_lumo_gap_ev=9.2034 charge=0 multiplicity=1 e_above_lowest_kcal_mol=141.96
O 1.37716 0.13149 1.45782 0.01
O -1.59543 -2.10533 1.00247 -0.07
O -2.57491 -2.18153 -1.15072 0.00
O -0.55117 -0.03497 -0.26971 -0.04
O 1.34994 2.10429 -1.18945 -0.04
O -3.45934 0.90855 0.82648 -0.04
O 3.91221 1.42409 -0.35687 -0.11
O 1.06143 2.78154 1.56990 -0.06
O -1.46118 2.91917 0.32547 0.00
O -1.58700 -1.05839 3.61412 -0.03
O -1.35766 1.20077 -2.64037 -0.05
O -0.55983 -1.98886 -2.90033 -0.07
O 2.03720 -1.57054 -1.27342 -0.11
O 3.88711 -0.81041 0.29818 -0.08
H 2.93242 -0.63884 0.55168 0.05
H 1.81338 0.15312 2.29827 0.11
H -1.25755 0.58733 -1.97462 -0.09
H -3.76567 0.37342 -0.04939 0.13
H 0.23891 0.32021 0.03481 -0.03
H 4.40119 -0.83565 1.15413 0.14
H -0.09541 -1.20097 -2.59403 0.02
H 0.53178 1.57506 -1.32568 0.04
H -3.20899 -1.47023 -1.37175 0.09
H 0.99016 1.68647 1.54673 0.08
H 2.74998 -1.36688 -0.57649 0.00
H -1.45404 -3.03682 1.28112 0.10
H 1.42140 2.97153 -1.57952 0.09
H 1.00149 2.90300 0.71196 -0.11
H -1.08297 -0.51131 0.39914 0.03
H 4.00128 0.69170 0.20361 -0.11
H -4.11908 0.66535 1.39312 -0.01
H -1.97233 -1.49360 2.84304 0.00
H 0.28090 -2.62160 -2.93223 0.12
H -1.84055 2.08424 0.19520 -0.05
H 1.85911 -2.48400 -1.67667 0.07
H 0.73302 -0.42416 1.75555 0.03
H -2.02976 -1.97408 0.19385 -0.10
H -0.85816 -1.49134 3.93953 -0.02
H 2.88626 1.41273 -0.63713 0.06
H -2.07077 1.77515 -2.14472 0.11
H -1.86683 -2.18762 -1.76692 -0.01
H -0.69770 2.81793 0.81383 -0.06


Record 5
34
Properties=species:S:1:pos:R:3:lowdin_charge:R:1 method="wB97M-V/def2-TZVPD" homo_lumo_gap_ev="3.1730 / 3.4719" charge=+2 multiplicity=5
Br 0.83272 0.63739 2.04525 0.23
V 1.42317 0.42231 4.67471 1.28
O -0.10352 -1.96506 -1.84479 -0.01
O -3.50604 0.74502 -1.15210 0.40
O 0.74316 -3.25274 2.65877 0.02
O 1.10484 4.64326 -1.55144 0.07
N -1.38536 0.34149 -0.56255 0.25
N -2.67989 1.30764 0.87409 0.25
N 0.76532 3.69801 0.37069 0.17
N 1.94372 2.64100 -1.02633 0.17
N 1.30795 -1.01369 -3.21115 0.19
N -1.26847 -4.09920 2.14392 0.18
N -0.58281 -2.32037 1.15583 0.14
N 1.78589 -0.89912 -1.07440 0.19
C 1.20731 3.68966 -0.79496 -0.83
C 0.95984 -1.31116 -1.98572 -0.75
C -0.31643 -3.18722 2.06144 -0.79
C -2.54284 0.81023 -0.33205 -0.55
H 1.37091 -1.09736 -0.17518 0.04
H 0.88455 2.77604 0.76548 -0.04
H 0.65972 -1.32055 -3.92230 0.14
H -1.24460 -4.87013 2.79600 0.13
H 1.92669 1.88335 -0.35867 0.04
H -0.60704 0.31503 0.08059 0.00
H 2.07883 -0.37586 -3.34903 0.12
H 2.61284 -0.33905 -1.22464 0.13
H -1.17333 -2.58774 0.38131 0.11
H -3.55566 1.74001 1.13131 0.16
H -1.18909 0.00880 -1.49576 0.14
H 0.02573 -1.53308 0.98277 -0.04
H 0.23020 4.42569 0.82260 0.14
H 2.23719 2.52313 -1.98554 0.13
H -2.14104 -3.80636 1.72802 0.12
H -1.80444 1.37062 1.37380 0.07


Record 6
55
Properties=species:S:1:pos:R:3:lowdin_charge:R:1 method="wB97M-V/def2-TZVPD" homo_lumo_gap_ev=8.6442 charge=0 multiplicity=1 e_above_lowest_kcal_mol=500.99
O -3.28972 -2.64402 -3.09654 -0.15
N -1.83849 2.17052 -0.80127 -0.19
N -1.46925 -1.38439 -2.79771 0.11
N 0.06169 -0.33657 1.20530 0.01
N -1.38594 -0.37494 1.42256 0.07
N -0.97485 2.37209 -1.86676 0.07
C 2.85352 0.06193 3.68839 -0.22
C 4.47080 -0.44919 3.64275 0.04
C -2.83464 1.47229 -1.49617 -0.13
C 2.14270 -0.44044 2.57246 0.08
C -3.68419 0.74341 -3.81763 -0.08
C 0.34164 0.96528 3.06919 -0.08
C -3.00053 -0.55671 -4.45223 -0.12
C 0.35224 -2.65455 -2.26443 -0.18
C -1.83758 -1.08530 0.45704 -0.04
C 3.19933 1.54860 5.44355 0.03
C -0.68304 -1.41981 -0.60695 0.00
C -2.80577 1.56692 -2.73856 -0.21
C 0.41426 -1.23902 0.05546 -0.08
C 1.53903 -1.72129 -1.80406 -0.20
C -0.82789 -2.24854 -2.01757 -0.38
C -2.52758 -1.46390 -3.48713 -0.39
C 1.11772 1.36079 3.97450 -0.07
C 0.90190 0.18763 2.20204 -0.21
C 2.36607 1.00947 4.21151 -0.31
C -1.56076 2.55100 0.39319 -0.14
C -1.35217 1.84198 -3.06084 -0.06
C 1.89792 -1.34729 -0.49282 -0.13
H -0.50365 2.90532 0.54899 0.11
H -3.80445 -0.97925 -5.01823 0.10
H 1.30135 -0.58610 -2.39453 0.18
H -0.89999 -0.55532 -2.90967 0.14
H -2.17278 3.60304 0.69661 0.15
H 3.41194 0.80985 6.12331 0.06
H 4.04948 2.06840 5.05667 0.09
H 2.71561 2.32806 5.76248 0.01
H 2.13194 -2.17652 -0.21435 0.03
H -4.71786 0.28511 -3.06529 0.21
H -1.47501 -3.09760 -1.70770 0.18
H 2.49468 -1.73583 -2.38328 0.12
H -0.79315 2.06202 -3.96362 0.10
H 4.70925 -1.23457 2.95481 0.06
H 2.27380 -0.40619 -0.35508 0.12
H 2.75949 -1.31381 1.88089 0.17
H 0.61952 -2.92087 -3.46284 0.22
H -2.89793 -1.13612 0.29758 0.11
H 5.19874 0.13876 3.60985 -0.03
H -3.63473 1.44547 -0.90009 0.10
H -0.60851 1.23447 2.93307 0.08
H 0.77597 2.17988 4.73447 0.17
H -1.75654 1.58686 1.04271 0.10
H 4.44295 -0.87054 4.66889 0.08
H -3.94351 1.45564 -4.47644 0.04
H 0.63638 -3.44243 -1.80173 0.07
H -1.89940 -0.13368 -5.19472 0.22


Question: Among the records above, which one has the highest multiplicity?
Answer: C4H16BrN8O4V